Density functional theory data (ωB97M-V/def2-TZVPD) for C20H39MoNOP2Si as an isolated structure at a distorted geometry.

The geometry in XYZ format:
```
65
Properties=species:S:1:pos:R:3:forces:R:3
Mo -0.14032 0.45880 -0.72937 1.55 -0.47 0.23
P 2.21371 0.07234 -1.96446 -0.58 -0.44 0.45
P -2.33391 1.12394 0.02199 -0.45 -0.01 -0.04
N -0.73962 0.23119 -2.38310 -0.12 -0.22 0.55
H 0.47352 -2.09554 0.76281 -0.61 0.31 -1.12
C 2.68504 -1.69957 -2.02052 0.17 0.00 0.05
H 3.61397 -1.83536 -2.59073 -0.18 0.01 0.06
H 1.87727 -2.26038 -2.50300 0.12 0.11 0.03
H 2.81519 -2.07289 -1.00056 -0.03 0.12 -0.24
C 3.68829 0.93473 -1.36066 0.41 0.21 -0.14
H 4.41466 1.02902 -2.17892 0.01 -0.02 0.28
H 4.13003 0.39097 -0.51969 -0.16 0.13 -0.14
H 3.39532 1.93731 -1.02804 0.15 -0.20 -0.03
C 2.22905 0.43901 -3.75762 0.07 0.19 0.00
H 3.26431 0.36469 -4.12410 -0.33 0.01 0.00
H 1.84422 1.44908 -3.94272 0.09 -0.23 -0.05
H 1.59851 -0.28648 -4.28740 0.10 0.23 0.13
C -3.24773 -0.36334 0.58265 -0.28 -0.14 0.22
H -4.06825 -0.10297 1.26834 0.17 -0.10 -0.20
H -2.56940 -1.06536 1.08302 -0.17 0.27 -0.12
H -3.66624 -0.87318 -0.29819 0.17 0.21 0.20
C -2.41026 2.36525 1.34287 -0.31 0.28 0.29
H -3.40530 2.36686 1.81014 0.23 0.11 -0.03
H -2.21956 3.35021 0.89351 -0.06 -0.25 0.10
H -1.63765 2.18589 2.10014 -0.20 -0.03 -0.24
C -3.49336 1.77693 -1.24335 -0.05 0.13 0.10
H -4.46352 2.02219 -0.78196 0.28 -0.07 -0.15
H -3.64422 1.01700 -2.02173 0.10 0.20 0.20
H -3.07504 2.67817 -1.71116 -0.11 -0.24 0.13
C -1.23013 0.26952 -3.66293 -0.19 -0.02 -0.47
C -2.00885 -0.93040 -5.61771 -0.09 0.16 -0.11
C -1.56389 -0.95131 -4.30230 0.09 0.66 0.09
C -1.38072 1.50319 -4.35040 0.00 -0.81 0.21
C -1.83430 1.50082 -5.66372 0.00 -0.26 0.05
C -2.14489 0.29179 -6.29518 0.06 -0.16 0.04
H -2.25007 -1.87078 -6.12258 0.05 0.38 0.14
H -1.45292 -1.87056 -3.72120 -0.01 0.27 -0.30
H -1.13697 2.41617 -3.80970 -0.01 -0.15 -0.19
H -1.94438 2.43851 -6.20347 0.00 -0.16 0.08
H -2.49169 0.30052 -7.32878 0.08 -0.02 0.27
C 2.19233 -0.83009 2.21257 0.15 0.98 0.12
O 2.14215 -0.90800 0.76931 0.13 0.28 -0.08
C 2.82221 -2.12517 2.72491 -0.03 -0.20 0.24
H 2.81005 -2.17040 3.82688 0.04 0.01 -0.44
H 3.86565 -2.16093 2.38053 -0.17 0.03 0.14
H 2.31823 -3.01516 2.32723 -0.06 0.26 0.10
C 3.01541 0.36883 2.66763 0.24 -0.06 0.04
H 3.15248 0.35395 3.75655 0.03 -0.04 -0.20
H 2.51852 1.30599 2.40317 0.08 -0.16 -0.09
H 4.00365 0.31735 2.19601 -0.01 0.11 0.09
C 0.08900 -2.03890 5.00139 -0.09 -0.18 0.24
Si -0.28260 -0.56007 3.89468 0.83 0.12 -1.02
C -2.13511 -0.38401 3.76297 -0.42 -0.07 0.07
C 0.30752 1.00551 4.76200 -0.06 -0.06 0.24
C 0.68146 -0.70035 2.29164 -0.75 0.72 -0.71
C 0.68350 -1.00348 0.81494 0.08 -1.86 1.03
H -0.45662 -1.94109 5.95017 0.07 -0.02 -0.11
H 1.15352 -2.12825 5.25284 -0.22 0.04 -0.10
H -0.22953 -2.98389 4.53672 0.11 0.24 0.06
H -2.54622 -0.35038 4.78385 0.10 -0.01 -0.20
H -2.42583 0.55085 3.26895 0.04 -0.27 0.08
H -2.61408 -1.22430 3.24788 0.06 0.15 0.11
H 1.40090 1.06538 4.82521 -0.29 0.01 0.01
H -0.05568 1.88941 4.22107 0.11 -0.14 0.10
H -0.10080 1.03120 5.78074 0.09 0.12 -0.07
```
Forces are in eV/Å.

Summary:
- largest force on an atom (eV/A) = 2.132
- HOMO-LUMO gap (spin up / spin down) (eV) = 4.92 / 5.11
- spin multiplicity = 3
- energy above the lowest of the compared OMol25 structures with the same formula, charge and spin (kcal per mole) = 0.00
- E (eV) = -53217.463

=====

Density functional theory data (ωB97M-V/def2-TZVPD) for an isolated ion of composition C5H12NO and charge +1 at a distorted geometry.

The geometry in XYZ format:
```
19
Properties=species:S:1:pos:R:3:forces:R:3
C 2.15405 -0.19180 0.67934 1.38 0.17 -1.84
O 1.89448 0.87219 1.52283 -0.73 0.64 0.21
C 1.36129 -0.24495 -0.66598 0.13 -1.04 1.09
C -0.07618 -0.83541 -0.60906 0.26 0.18 0.20
C -1.12180 0.30174 -0.45391 2.28 -0.33 -1.27
C -2.40182 -0.23405 0.30361 -1.62 0.22 0.98
N -0.61239 1.40439 0.17102 -0.21 -0.85 0.20
H 3.17253 -0.07468 0.22562 -0.18 0.23 0.81
H 2.27489 -1.07899 1.31438 -0.61 -0.35 -0.55
H 1.12031 1.34349 1.18726 0.17 0.02 0.25
H 2.04514 -0.79117 -1.31845 -0.54 -0.37 -0.15
H 1.32689 0.76453 -1.07894 -0.02 0.31 0.04
H -0.40091 -1.42444 -1.47991 0.19 0.39 -0.08
H -0.07974 -1.58416 0.18181 -0.24 0.17 0.35
H -2.14718 -0.34857 1.35779 -0.07 0.15 -0.12
H -3.21391 0.48455 0.15085 0.23 -0.10 0.27
H -1.46110 0.53274 -1.49271 -0.64 0.47 0.44
H -2.75201 -1.20811 -0.06292 0.75 0.30 -0.45
H -1.08255 2.31271 0.06736 -0.53 -0.21 -0.38
```
Forces are in eV/Å.

Summary:
- largest force on an atom (eV/A) = 2.629
- HOMO-LUMO gap (eV) = 4.71
- spin multiplicity = 1
- net charge = +1
- energy above the lowest of the compared OMol25 structures with the same formula, charge and spin (kcal per mole) = 131.22
- E (eV) = -8904.939

=====

Density functional theory data (ωB97M-V/def2-TZVPD) for a 8-piece molecular cluster, C42H76B3F12N7O6 overall at a distorted geometry.

The geometry in XYZ format:
```
146
Properties=species:S:1:pos:R:3:forces:R:3
C -0.72718 -8.46637 4.80384 -1.05 0.54 -0.72
O 0.31317 -7.63255 4.32576 0.44 0.22 -0.41
C 0.43358 -7.44852 2.91789 -0.33 -0.94 0.02
C 1.82699 -6.83753 2.74410 -1.06 0.73 0.11
N 2.77956 -7.54267 3.61882 1.17 -0.02 0.43
H 3.52185 -6.87447 3.94456 -0.65 -0.51 -0.33
H 2.22274 -7.85813 4.42976 0.07 -0.01 -0.07
C 3.54487 -8.64240 2.95582 0.95 -0.45 -1.35
C 5.00002 -8.53623 3.33235 0.28 0.99 1.72
O 5.35414 -7.18745 3.12390 -0.29 -0.07 0.35
C 6.71939 -6.90375 3.37249 1.12 -0.68 -0.31
H -0.71642 -9.45685 4.35922 0.24 -0.23 -0.23
H -1.71766 -8.00820 4.54586 0.70 -0.34 0.57
H -0.55418 -8.56259 5.86379 -0.30 0.09 0.29
H -0.29183 -6.72686 2.50633 0.10 -0.24 0.27
H 0.26779 -8.44335 2.39986 0.42 0.95 0.39
H 1.75856 -5.78016 3.07445 0.21 -0.66 -0.36
H 2.16905 -6.91831 1.72131 0.07 0.30 -0.13
H 3.47525 -8.52934 1.84685 -0.15 0.14 0.92
H 3.26495 -9.65813 3.17889 -0.91 -0.11 0.42
H 5.63313 -9.19913 2.77721 0.18 -0.56 -0.55
H 5.17999 -8.73723 4.42181 -0.33 -0.26 -0.68
H 6.75609 -5.83162 3.38014 0.43 0.48 -0.31
H 7.30687 -7.36792 2.52766 -0.24 0.70 0.94
H 7.17032 -7.23284 4.35788 -0.99 -0.10 -0.89
C 1.13551 8.71647 2.94538 0.36 -1.40 -0.24
O 2.07221 7.76382 2.37030 -0.45 0.37 0.50
C 2.77332 7.02036 3.33873 -1.06 0.59 1.06
C 3.66730 6.10739 2.60135 1.27 -0.92 -0.84
N 2.95817 5.45324 1.44994 -0.82 -1.33 0.84
H 2.00971 5.18513 1.78223 0.07 0.26 0.01
H 2.80860 6.10060 0.71115 -0.21 0.94 -0.68
C 3.60876 4.21871 0.90304 1.04 0.25 -0.16
C 3.69856 3.10481 1.92045 -0.72 -0.64 0.90
O 4.65890 3.37343 2.91695 1.14 0.45 -0.60
C 5.23790 2.28711 3.64423 -2.33 -1.36 -0.91
H 1.32350 9.61058 2.42539 0.05 1.35 -0.44
H 1.29490 8.84853 4.01113 0.08 -0.01 0.09
H 0.11716 8.38722 2.75450 -0.06 -0.15 0.08
H 2.05699 6.47423 4.03612 0.80 0.48 -0.87
H 3.41339 7.68624 3.94885 -0.28 -0.27 -0.02
H 3.98229 5.26404 3.20771 0.28 0.31 0.25
H 4.55906 6.60222 2.15962 -0.57 -0.20 0.40
H 4.64935 4.51518 0.63416 -0.76 -0.25 -0.16
H 3.02228 3.88136 0.02278 0.40 0.33 0.57
H 3.84577 2.15924 1.39736 0.58 -0.09 -0.17
H 2.73147 2.95055 2.40535 -0.30 0.18 -0.04
H 4.46936 1.98331 4.37564 0.39 -0.29 -0.07
H 6.09324 2.59850 4.18590 0.87 0.53 0.11
H 5.44326 1.40585 2.96751 0.04 0.94 0.64
C 5.22916 -0.48018 -1.43861 -0.30 -0.16 1.90
O 3.98201 -0.73695 -2.07261 -0.85 -0.15 0.22
C 2.80095 -0.44022 -1.24795 2.48 -0.01 -0.48
C 1.62877 -1.06024 -1.92876 -1.97 1.34 -0.42
N 1.82259 -2.50997 -2.18212 -0.13 1.65 -0.93
H 2.77784 -2.58451 -2.54390 0.06 -0.33 -0.19
H 1.84874 -2.90963 -1.27201 -0.16 -1.32 1.25
C 0.85247 -3.20561 -3.11569 0.79 -0.63 0.72
C 1.32272 -4.67455 -3.03796 -1.02 -0.33 0.26
O 2.70018 -4.69627 -3.15894 1.18 -0.07 -0.95
C 3.34706 -5.90578 -3.72130 -1.36 0.71 3.41
H 5.30394 0.58730 -1.16711 0.20 -0.28 -0.33
H 6.03512 -0.81535 -2.06321 0.14 0.21 -0.67
H 5.39880 -1.05955 -0.46990 -0.70 0.50 -0.97
H 2.71655 0.66170 -1.14903 -0.32 -0.62 0.03
H 3.03397 -0.90008 -0.29827 -0.41 0.02 0.68
H 1.50729 -0.58093 -2.90415 -0.04 -0.07 0.03
H 0.67053 -0.84002 -1.35367 1.18 -0.64 -0.62
H 0.98482 -2.85311 -4.13953 0.14 0.37 0.26
H -0.17865 -3.01846 -2.76709 0.60 -0.23 -0.09
H 0.78768 -5.28408 -3.77540 0.16 0.11 -0.20
H 1.06810 -5.08413 -2.06337 -0.39 -0.06 0.36
H 2.70094 -6.26211 -4.48481 0.24 -0.32 -1.28
H 3.36665 -6.65993 -2.89547 -0.06 0.32 -0.66
H 4.35556 -5.58011 -3.84509 0.48 -0.10 -1.05
C -5.91993 3.27402 5.83193 2.33 1.25 -0.66
N -5.36318 2.42966 4.73219 0.93 -0.51 -1.33
C -4.13624 2.60202 4.04908 -0.98 1.51 1.43
C -3.78995 1.79151 2.99748 -0.35 0.45 0.21
C -4.62458 0.73396 2.64934 -0.07 -0.72 -0.07
C -5.78651 0.51822 3.35623 -1.24 0.55 1.15
C -6.17220 1.43572 4.35656 0.62 -0.97 -0.66
C -4.22861 -0.23749 1.60122 1.06 0.05 0.47
C -2.94344 -0.74609 1.57389 2.19 -0.48 -0.06
C -2.52144 -1.71118 0.64856 -2.07 0.77 -0.06
N -3.39925 -2.18184 -0.29546 -0.05 1.87 0.89
C -4.61389 -1.60153 -0.36768 -0.24 0.75 1.36
C -5.05119 -0.67491 0.61795 -0.48 -1.52 -2.27
C -2.93037 -3.05356 -1.35436 0.89 -1.48 0.59
H -6.25243 2.63107 6.62086 -0.22 -0.14 0.37
H -6.67054 3.92326 5.41293 -0.51 -0.05 -0.02
H -5.09047 3.93864 6.15161 -0.59 -0.51 0.17
H -3.49551 3.48185 4.35319 -0.91 -1.19 -0.28
H -2.91855 2.03751 2.40867 0.28 0.07 0.18
H -6.44776 -0.34736 3.23078 0.39 0.41 -0.31
H -7.11301 1.34407 4.89935 0.27 -0.05 -0.18
H -2.14926 -0.35659 2.24112 -0.67 -0.43 -0.31
H -1.53419 -2.08842 0.57715 0.76 -0.33 0.19
H -5.27535 -1.82646 -1.19349 0.22 -0.35 0.01
H -6.04622 -0.30687 0.50074 -0.50 0.23 -0.03
H -2.13801 -3.71513 -0.99303 0.11 0.52 0.32
H -2.57002 -2.52529 -2.20516 0.00 0.76 -0.50
H -3.68105 -3.75452 -1.61447 -1.15 -0.28 -0.43
C -4.20268 -0.57497 -6.23451 -0.54 0.04 -0.88
N -3.82899 0.83189 -6.09607 0.85 1.06 0.17
C -2.53932 1.16073 -5.99441 1.55 0.84 0.76
C -2.12289 2.52108 -5.80969 -1.02 -2.35 -0.07
C -3.10409 3.47481 -5.71890 0.92 0.60 0.45
C -4.42644 3.13198 -5.91741 -0.76 0.11 -0.50
C -4.77004 1.81128 -6.12410 0.43 0.07 0.12
C -2.78935 4.89602 -5.35108 0.70 0.52 0.57
C -2.71768 5.89400 -6.31497 -0.34 -1.79 -0.95
C -2.56351 7.20021 -5.96690 -0.15 1.30 -0.58
N -2.47840 7.54997 -4.66909 0.82 0.55 0.53
C -2.34940 6.60555 -3.70983 -0.46 -0.74 -0.95
C -2.48807 5.28426 -4.02743 -0.53 -0.84 -1.39
C -2.37446 8.97729 -4.24438 0.34 -0.64 0.98
H -5.00312 -0.85789 -5.54845 0.06 0.23 -0.31
H -3.36126 -1.19940 -6.08722 0.92 -0.35 0.69
H -4.40825 -0.71247 -7.29314 -0.78 -0.14 0.02
H -1.77745 0.34024 -5.92671 -1.06 0.87 -0.20
H -1.08607 2.70308 -5.63234 0.43 0.14 -0.02
H -5.10807 3.99133 -5.96735 -0.31 -0.96 0.10
H -5.74976 1.44136 -6.32772 -0.63 0.15 0.04
H -2.78037 5.54500 -7.35691 -0.07 0.78 0.39
H -2.54455 7.97581 -6.76956 0.00 -0.45 1.15
H -2.18686 6.81600 -2.68251 0.16 1.00 0.57
H -2.39475 4.51813 -3.29491 0.02 -0.28 0.73
H -2.33692 9.61520 -5.08532 -0.20 0.57 -0.87
H -1.48892 9.14662 -3.63722 0.38 -0.36 -0.28
H -3.17201 9.21228 -3.55924 -0.70 0.04 -0.22
B 0.89172 -3.15281 1.19047 -1.61 -1.24 0.96
F -0.16950 -3.35389 0.15543 1.09 0.06 0.32
F 0.70020 -1.88689 1.70764 0.60 0.43 -0.71
F 0.61965 -4.04609 2.27396 0.33 0.09 -1.00
F 2.11848 -3.47010 0.58378 -0.35 0.64 -0.01
B -2.37861 0.32556 -2.91999 0.40 0.32 0.35
F -1.19736 1.01455 -3.31074 -0.37 -0.52 -0.10
F -3.47804 1.14732 -3.20888 -0.14 0.01 0.06
F -2.53806 -0.90281 -3.59375 0.19 -0.04 -0.75
F -2.30463 -0.00968 -1.56252 -0.02 0.35 0.23
B -0.31839 4.29616 1.73470 -0.60 0.56 -0.12
F -0.57841 4.98268 0.52554 0.59 -0.22 0.08
F -1.57875 3.96197 2.26547 0.10 -0.64 0.23
F 0.52061 3.17404 1.51330 -0.40 0.51 0.07
F 0.32207 5.18348 2.65544 0.27 -0.42 -0.46
```
Forces are in eV/Å.

Summary:
- largest force on an atom (eV/A) = 3.744
- HOMO-LUMO gap (eV) = 7.16
- spin multiplicity = 1
- net charge = +4
- E (eV) = -102124.803

=====

Density functional theory data (ωB97M-V/def2-TZVPD) for a 2-piece molecular cluster, C4H12 overall at a distorted geometry.

The geometry in XYZ format:
```
16
Properties=species:S:1:pos:R:3:forces:R:3
C -1.34530 -1.96524 1.11370 1.49 0.39 -0.87
C -0.21998 -2.61609 0.29112 -0.03 0.22 0.01
H -0.91441 -1.72888 2.08072 -0.46 0.33 0.23
H -1.65357 -1.07783 0.56289 -0.03 0.29 0.38
H -2.20860 -2.56130 1.18581 -0.97 -0.99 0.45
H 0.45775 -3.22649 0.88773 -0.17 -0.13 0.07
H -0.59517 -3.22223 -0.53267 0.03 0.06 -0.05
H 0.38142 -1.80093 -0.11227 0.16 -0.17 -0.21
C 0.97075 2.64731 -0.05521 -0.53 -0.26 0.04
C 0.56938 1.92111 -1.33409 0.84 -0.50 -0.83
H 1.70013 2.07436 0.51167 0.24 0.08 -0.08
H 1.35690 3.64240 -0.25289 0.05 0.09 0.05
H 0.10439 2.73869 0.59699 -0.04 0.15 0.11
H 1.19027 2.20214 -2.18920 0.00 0.43 0.07
H -0.45851 2.04901 -1.66276 -0.12 0.09 0.26
H 0.79812 0.85284 -1.29710 -0.43 -0.08 0.40
```
Forces are in eV/Å.

Summary:
- largest force on an atom (eV/A) = 1.769
- HOMO-LUMO gap (eV) = 12.85
- spin multiplicity = 1
- energy above the lowest of the compared OMol25 structures with the same formula, charge and spin (kcal per mole) = 6.36
- E (eV) = -4342.253
- structure (SMILES) = CC.CC

=====

- Which formula does entry 1 have?
  C20H39MoNOP2Si